{
  "formula": "C5H28N2O8",
  "method": "the ωB97M-V functional and the def2-TZVPD basis",
  "charge": 0,
  "largest_force_ha_per_bohr": 0.031,
  "e_above_lowest_kj_mol": 197.7,
  "lumo_energy_ev": 0.10,
  "smiles": "C[C@H](N)C/C=C/N.O.O.O.O.O.O.O.O",
  "elements": ["C", "C", "C", "C", "C", "N", "N", "H", "H", "H", "H", "H", "H", "H", "H", "H", "H", "H", "H", "H", "H", "O", "H", "H", "O", "H", "H", "O", "H", "H", "O", "H", "H", "O", "H", "H", "O", "H", "H", "O", "H", "H", "O"],
  "positions_angstrom": [[2.711542, 2.632788, -0.658293], [2.363469, 1.665874, -1.794938], [1.005917, 1.033594, -1.376369], [1.148748, -0.036412, -0.332404], [0.875568, -1.312372, -0.602930], [0.713241, -2.321905, 0.338424], [2.226023, 2.285730, -3.124137], [3.158914, 2.069189, 0.148468], [1.898098, 3.273143, -0.312667], [3.522508, 3.353279, -0.849237], [3.214330, 0.983337, -1.785642], [0.405400, 1.832665, -0.937963], [0.607419, 0.631215, -2.298292], [1.677947, 0.295775, 0.549895], [0.610070, -1.559085, -1.629269], [0.915629, -3.283618, 0.169857], [0.712334, -2.090545, 1.320754], [2.256243, 3.287072, -2.973544], [2.992664, 2.092452, -3.761697], [-0.900828, 1.840996, 1.861679], [-1.620030, 3.198545, 2.121500], [-0.799005, 2.718684, 2.253537], [-4.618699, -1.277558, -0.606070], [-3.413790, -2.329230, -0.727330], [-3.746509, -1.531899, -0.289816], [1.628838, 2.259318, 2.630960], [3.008948, 2.129126, 3.256514], [2.446358, 2.749853, 2.781365], [-2.474223, -0.292356, -0.081709], [-1.753456, 0.861193, -0.743919], [-2.004502, 0.542001, 0.133463], [-0.693751, 0.329020, -3.987725], [-1.934199, -0.124555, -3.201038], [-1.504410, 0.649099, -3.577690], [-2.408204, -1.104791, 1.911011], [-1.231831, -1.825930, 1.514126], [-1.935488, -1.908499, 2.174598], [0.272621, -3.705047, 4.209297], [-0.929148, -2.706119, 3.671417], [-0.118072, -2.836004, 4.172903], [-3.327790, -4.509192, 0.549753], [-2.071691, -3.789105, 0.119964], [-2.887213, -4.169735, -0.236812]],
  "forces_ev_per_angstrom": [[1.117, 0.944, -0.206], [-0.072, 0.831, 0.781], [1.418, -0.687, -0.186], [0.721, 0.005, -0.798], [-0.247, 0.444, 0.139], [-0.557, -0.094, 0.679], [0.047, 0.469, 0.202], [-0.481, -0.171, 0.598], [-0.236, -0.402, 0.106], [-0.052, -0.230, -0.630], [-0.420, -0.612, -0.329], [-0.320, 0.058, -0.509], [-0.592, 0.012, 0.112], [-0.475, -0.261, 0.638], [-0.178, -0.234, 0.150], [0.285, -0.203, -0.426], [0.487, 0.171, -0.101], [-0.189, 0.102, -0.307], [-0.017, -0.203, 0.348], [-0.431, 0.216, -0.158], [-0.057, -0.224, -0.133], [0.486, -0.180, 0.129], [0.166, -0.299, -0.224], [-0.662, -0.247, 0.124], [0.261, 0.459, 0.107], [-0.134, 0.294, 0.035], [0.002, 0.084, 0.014], [0.083, -0.286, 0.005], [-0.143, 0.447, 0.166], [0.184, 0.189, 0.190], [-0.090, -0.327, -0.289], [-0.044, 0.048, 0.024], [0.040, -0.088, -0.109], [-0.171, 0.025, 0.045], [-0.502, -0.158, 0.563], [0.341, -0.478, 0.067], [0.164, 0.527, -0.693], [-0.637, -0.384, -0.404], [-0.053, -0.654, -0.243], [0.732, 1.106, 0.573], [-0.139, 0.084, -0.037], [-0.056, -0.073, -0.008], [0.419, -0.019, -0.009]]
}

=====

{
  "formula": "C31H28N6O7S2W",
  "method": "the ωB97M-V functional and the def2-TZVPD basis",
  "charge": 2,
  "largest_force_ha_per_bohr": 0.048,
  "e_above_lowest_kj_mol": 51.5,
  "lumo_energy_ev": -7.69,
  "elements": ["W", "C", "O", "C", "C", "C", "C", "C", "C", "N", "N", "C", "C", "O", "C", "C", "C", "C", "C", "C", "C", "C", "H", "H", "H", "H", "H", "H", "H", "H", "H", "H", "H", "H", "H", "N", "C", "C", "O", "N", "C", "C", "O", "O", "H", "H", "H", "H", "H", "H", "O", "C", "C", "C", "C", "C", "C", "C", "O", "N", "N", "C", "S", "C", "C", "S", "H", "H", "H", "H", "H", "H", "H", "H", "H"],
  "positions_angstrom": [[0.178663, -0.327836, 0.047709], [-1.713013, -0.780410, 2.846914], [-1.362519, 0.089532, 1.747215], [-2.267546, 1.109375, 1.474503], [-3.421876, 1.334872, 2.197485], [-4.232205, 2.409684, 1.860806], [-3.898470, 3.239537, 0.800926], [-2.749861, 2.999222, 0.071439], [-1.915507, 1.936286, 0.412730], [-0.697415, 1.644273, -0.262550], [-0.314865, 2.600713, -1.016070], [0.746148, 2.573645, -1.822707], [1.652354, 1.488146, -1.876991], [1.532596, 0.538411, -0.962478], [2.665335, 1.452843, -2.831814], [2.832026, 2.518752, -3.681875], [2.034412, 3.682759, -3.603119], [2.290875, 4.804996, -4.417411], [1.530067, 5.937406, -4.294285], [0.468647, 5.972352, -3.379271], [0.183325, 4.883232, -2.586964], [0.969033, 3.728217, -2.669409], [-2.623167, -1.330921, 2.618415], [-1.835398, -0.183550, 3.747678], [-0.892269, -1.474508, 2.973771], [-3.709828, 0.696264, 3.019528], [-5.132774, 2.590644, 2.430716], [-4.535765, 4.071169, 0.535528], [-2.487117, 3.609637, -0.777740], [3.312825, 0.588479, -2.871450], [3.615995, 2.473631, -4.428297], [3.097962, 4.758739, -5.137583], [1.745352, 6.805610, -4.901592], [-0.134241, 6.866598, -3.296040], [-0.635124, 4.914879, -1.882781], [1.127321, 1.458911, 1.692051], [2.583477, 1.210113, 1.652204], [2.790842, -0.296749, 1.700082], [3.803955, -0.812415, 2.081491], [1.649560, -0.982878, 1.308045], [1.673483, -2.426975, 1.577344], [0.446105, -2.986112, 0.887863], [0.327515, -4.097821, 0.481477], [-0.482860, -2.015896, 0.757503], [0.958210, 2.448143, 1.530197], [0.823880, 1.286252, 2.647087], [3.125507, 1.663299, 2.480827], [2.997762, 1.597095, 0.722098], [1.622309, -2.617557, 2.653333], [2.581405, -2.903468, 1.217887], [-1.881538, -4.372569, -2.997596], [-2.885564, -3.574761, -2.642172], [-4.182551, -4.025201, -2.900886], [-5.273441, -3.263968, -2.553537], [-5.114668, -2.019253, -1.933740], [-3.851936, -1.553479, -1.680470], [-2.715328, -2.311943, -2.028935], [-1.414483, -1.785481, -1.712817], [-1.296116, -0.574417, -1.123442], [-0.321792, -2.427150, -1.974083], [0.805073, -1.784576, -1.494950], [1.920940, -2.436443, -1.747138], [1.900004, -3.935733, -2.582643], [3.630732, -4.340650, -2.172213], [4.431461, -3.061221, -2.160160], [3.458670, -1.784202, -1.285693], [-1.033972, -4.004295, -2.700214], [-4.291559, -4.988385, -3.380648], [-6.269068, -3.632589, -2.761389], [-5.978604, -1.427708, -1.665265], [-3.700025, -0.588879, -1.212722], [3.994794, -5.031496, -2.930750], [3.623948, -4.842366, -1.205575], [4.623410, -2.693628, -3.166649], [5.373812, -3.173500, -1.626971]],
  "forces_ev_per_angstrom": [[0.781, 1.461, 1.817], [0.138, -0.373, 0.198], [0.233, 0.238, -0.520], [0.038, 0.343, -0.260], [-0.096, -0.170, 0.171], [0.019, 0.030, -0.057], [0.010, -0.010, -0.026], [0.181, -0.137, -0.097], [-0.330, -0.073, 0.405], [0.035, 0.501, -0.538], [-0.363, -0.478, 0.465], [0.627, -0.213, -0.330], [-0.484, 0.785, -0.186], [0.308, -0.022, 0.053], [0.199, -0.243, 0.087], [-0.057, -0.053, 0.073], [-0.125, 0.014, 0.123], [-0.017, 0.070, -0.079], [0.120, -0.033, -0.110], [-0.076, -0.145, 0.111], [-0.058, 0.108, -0.021], [0.013, -0.039, -0.003], [0.012, 0.026, -0.075], [0.027, 0.088, -0.053], [0.002, 0.042, 0.008], [0.022, 0.018, -0.029], [0.003, -0.013, 0.010], [-0.014, -0.021, -0.009], [-0.026, 0.078, 0.002], [0.014, 0.038, -0.016], [0.019, 0.045, 0.013], [0.019, 0.010, 0.028], [-0.020, -0.016, -0.021], [0.003, 0.001, 0.009], [0.000, 0.065, -0.002], [0.513, -0.202, -0.126], [0.043, -0.182, 0.036], [0.163, 0.884, 0.168], [-0.095, -0.190, -0.041], [-0.593, -1.125, -0.765], [-0.138, 0.233, 0.051], [0.894, -0.817, 0.360], [-0.291, 0.143, 0.193], [-0.205, -0.046, -0.532], [-0.175, -0.014, -0.211], [-0.269, -0.139, -0.066], [-0.021, -0.012, 0.027], [0.005, 0.032, -0.003], [-0.011, 0.007, 0.012], [-0.005, -0.008, -0.087], [0.128, -0.186, -0.052], [-0.166, 0.305, 0.144], [0.053, -0.078, -0.051], [0.039, 0.025, 0.009], [-0.058, 0.109, 0.034], [0.096, -0.038, -0.039], [-0.182, 0.237, 0.072], [0.117, -0.818, -0.561], [-0.165, -0.255, -0.130], [-0.077, 0.073, -0.076], [-0.895, -0.201, 0.508], [0.221, 0.493, -0.022], [0.127, 0.020, -0.007], [-0.197, -0.029, -0.010], [-0.048, 0.166, 0.029], [0.043, -0.324, -0.002], [0.009, 0.054, -0.003], [-0.020, 0.002, 0.018], [0.012, -0.024, -0.011], [-0.003, -0.019, -0.007], [-0.068, 0.003, 0.002], [-0.009, 0.000, -0.013], [0.052, 0.018, 0.011], [0.021, -0.018, -0.007], [-0.002, 0.001, 0.010]]
}

=====

> Which formula does entry 2 have?

C31H28N6O7S2W